No. 1
Computed, not measured: C38H38F2N2O4Os as an isolated structure at a distorted geometry, with ωB97M-V/def2-TZVPD.

Properties
<S²>: 6.034
calculated total energy: -59080.747 eV
Kohn-Sham gap (spin up / spin down): 6.673 / 5.960 eV

```
! RIJCOSX wB97M-V def2-TZVPD def2/J DEFGRID3
* xyz 2 5
Os -0.644 -0.289 -1.120
F 2.731 -4.869 2.063
F -2.453 -0.954 5.310
O -0.509 -0.328 0.834
O 3.464 0.326 -0.406
O -0.902 -0.315 -3.135
O 1.501 -0.301 -1.222
N 1.446 3.432 -2.568
N 2.668 -0.711 3.389
C 2.300 -1.016 6.248
C -0.053 -3.141 -0.415
C -1.043 -2.576 -1.292
C -0.370 -3.462 0.922
C 1.251 -3.421 -0.873
C 3.539 -0.365 5.654
C -1.732 3.815 -2.235
C -5.889 0.162 -3.619
C -5.123 -0.336 -2.572
C 1.150 -0.938 5.282
C 1.208 4.883 -2.813
C 1.825 -4.302 1.255
C 2.874 -0.513 2.101
C 4.194 -2.421 4.291
C 2.191 -3.998 -0.048
C -3.140 -0.089 -3.920
C -2.816 4.045 -1.405
C -3.756 -0.454 -2.718
C -1.701 -0.222 -4.096
C -3.927 0.383 -4.980
C 2.324 -0.071 -0.250
C -0.934 2.677 -2.090
C 0.296 -0.630 3.006
C -3.114 3.127 -0.409
C -0.149 -0.999 5.724
C 1.905 3.199 -1.169
C 3.844 -0.941 4.281
C 1.376 -0.766 3.896
C -1.022 -0.695 3.489
C 0.541 -0.438 1.600
C -5.292 0.522 -4.821
C -1.288 1.695 -1.150
C -2.372 1.961 -0.304
C -1.213 -0.887 4.826
C -1.096 -0.252 -5.460
C 0.286 2.521 -2.959
C 0.558 -4.045 1.757
C 1.863 -0.373 1.159
H -1.860 -0.592 2.818
H -1.518 4.527 -3.022
H -0.906 -2.737 -2.356
H 1.046 3.301 -0.510
H -2.077 -2.657 -0.967
H -3.422 4.930 -1.536
H 3.358 -3.032 4.630
H 1.512 -3.181 -1.895
H -3.474 0.654 -5.922
H 0.317 -4.326 2.773
H -6.960 0.257 -3.504
H -0.037 -0.481 -5.392
H 3.903 -0.451 1.772
H 2.020 -0.524 7.178
H 2.149 5.408 -2.671
H 2.659 3.943 -0.926
H -3.164 -0.867 -1.910
H 2.498 -2.061 6.499
H -1.603 -0.989 -6.082
H -3.944 3.302 0.262
H 3.187 -4.234 -0.392
H -1.372 -3.268 1.285
H 4.405 -0.522 6.296
H 4.477 -2.759 3.296
H 0.698 1.513 -2.893
H -2.654 1.234 0.450
H 5.036 -2.591 4.959
H -1.223 0.717 -5.946
H 2.337 2.204 -1.105
H -5.598 -0.637 -1.649
H 4.660 -0.377 3.827
H 0.081 2.758 -4.005
H 0.473 5.242 -2.099
H 3.388 0.714 5.569
H 2.214 3.153 -3.181
H 0.853 5.023 -3.831
H -0.363 -1.120 6.778
H -5.894 0.900 -5.635
*
```



No. 2
Computed, not measured: C38H38GeN4O5PS3Ta as an isolated structure at a distorted geometry, with ωB97M-V/def2-TZVPD.

Properties
calculated total energy: -156082.745 eV
Kohn-Sham gap (spin up / spin down): 7.159 / 7.158 eV

```
! RIJCOSX wB97M-V def2-TZVPD def2/J DEFGRID3
* xyz 0 1
Ta -16.219 -3.526 15.091
Ge -15.988 -0.547 13.030
S -17.174 -5.861 12.626
S -16.683 -5.266 17.027
S -13.876 -4.370 15.288
P -21.903 -3.850 12.801
O -16.879 -4.828 13.769
O -19.956 -0.766 18.644
O -18.222 -2.848 15.187
O -18.683 -0.560 20.475
O -19.782 -1.503 16.241
N -16.259 -2.060 16.911
N -16.334 -1.329 18.994
N -13.861 -10.072 19.374
N -10.621 -9.155 16.766
C -18.974 0.177 13.126
C -15.898 0.000 10.120
C -16.492 -0.720 11.154
C -13.784 -9.186 18.652
C -16.537 -5.128 11.118
C -12.846 -7.844 16.776
C -12.936 -6.663 16.072
C -13.873 -8.166 17.700
C -11.594 -8.491 16.728
C -15.576 -1.810 18.033
C -18.798 -0.735 19.267
C -12.647 2.693 14.173
C -17.581 -1.699 17.161
C -15.206 -6.249 17.003
C -16.053 -7.288 12.859
C -14.080 -5.838 16.168
C -18.132 -1.628 9.583
C -12.375 1.317 14.181
C -17.566 -1.550 10.876
C -17.548 0.720 15.043
C -18.611 -2.010 16.145
C -13.952 3.153 13.935
C -19.983 0.890 13.824
C -19.782 1.613 14.992
C -14.092 -2.049 18.182
C -14.963 2.239 13.652
C -21.535 -4.710 14.380
C -17.631 -0.765 8.620
C -18.551 1.444 15.641
C -15.446 -2.270 13.718
C -17.640 -1.158 18.473
C -14.659 0.841 13.583
C -21.833 -2.125 13.481
C -23.779 -4.121 12.728
C -16.481 0.028 8.850
C -17.712 0.094 13.749
C -15.044 -7.409 17.732
C -13.402 0.439 13.867
H -18.060 -2.156 11.689
H -11.446 0.969 14.636
H -20.939 0.910 13.373
H -18.447 1.821 16.682
H -17.283 -4.475 10.717
H -15.813 -7.736 18.364
H -16.613 0.617 15.532
H -15.617 -4.609 11.278
H -14.448 -2.453 13.318
H -19.235 -0.476 12.341
H -16.127 -1.149 19.976
H -20.424 -4.670 14.551
H -16.027 0.652 8.111
H -24.074 -3.812 13.758
H -14.861 0.399 10.225
H -11.904 3.410 14.524
H -13.563 -1.695 17.281
H -12.187 -6.343 15.340
H -20.579 2.217 15.398
H -19.881 -1.115 17.714
H -16.337 -5.927 10.369
H -13.244 -0.624 14.014
H -21.887 -1.437 12.567
H -20.954 -1.842 14.082
H -21.857 -5.774 14.232
H -15.964 2.598 13.436
H -13.853 -3.092 18.382
H -15.012 -6.928 12.988
H -13.750 -1.584 19.084
H -24.224 -3.401 12.054
H -18.118 -0.777 7.658
H -18.927 -2.384 9.366
H -24.006 -5.149 12.504
H -14.131 4.227 14.007
H -16.116 -7.910 11.911
H -16.447 -7.897 13.683
H -22.816 -1.994 14.069
H -21.990 -4.212 15.222
*
```



No. 3
Computed, not measured: C38H38N2P2SSiTa as an isolated structure, with ωB97M-V/def2-TZVPD.

Properties
calculated total energy: -81822.385 eV
Kohn-Sham gap: 6.301 eV

```
! RIJCOSX wB97M-V def2-TZVPD def2/J DEFGRID3
* xyz 3 1
Ta 0.443 0.011 0.840
S -0.911 -0.514 -1.002
P 0.706 -2.429 1.441
P 1.992 1.853 -0.040
Si -4.113 0.524 -1.960
N 1.936 -0.030 2.162
N -1.333 0.952 1.228
C -0.982 -2.405 2.038
C -1.243 -1.643 3.188
C 1.324 -3.362 -1.097
C 2.597 2.342 1.620
C 3.317 1.220 -1.055
C -3.200 1.006 -0.311
C 1.604 -4.371 -2.004
C 3.657 0.776 3.399
C 4.432 0.606 -0.472
C 3.445 -0.603 3.752
C -5.789 1.314 -1.852
C 1.058 -3.685 0.235
C 5.347 0.262 -2.667
C 1.924 4.489 -0.719
C -2.028 -3.013 1.338
C -1.935 0.587 0.063
C -0.031 3.241 -1.407
C -3.584 -2.099 2.932
C -3.206 2.234 1.824
C 1.383 5.636 -1.272
C 4.234 0.860 -3.245
C 1.836 -2.443 2.871
C 5.447 0.134 -1.287
C 3.211 1.340 -2.443
C -3.324 -2.864 1.795
C 1.619 -5.695 -1.583
C 0.138 5.591 -1.887
C -0.565 4.396 -1.960
C -3.080 1.232 -3.342
C 1.210 3.286 -0.775
C -2.550 -1.489 3.630
C 1.361 -6.020 -0.256
C -1.952 1.761 2.113
C 1.083 -5.019 0.658
C 2.440 -1.077 2.988
C -3.811 1.853 0.627
C 2.773 1.105 2.435
C -4.220 -1.337 -1.998
H -2.759 -0.932 4.534
H -1.522 4.363 -2.461
H -2.870 2.292 -3.186
H -0.429 -1.222 3.775
H 2.597 -3.207 2.697
H -3.276 -1.828 -2.231
H -3.628 1.153 -4.283
H 2.357 1.833 -2.893
H 4.008 -1.166 4.479
H -2.133 0.706 -3.482
H 1.273 -2.735 3.760
H -0.570 2.308 -1.511
H 1.335 -2.331 -1.434
H 1.818 -4.126 -3.035
H 1.379 -7.052 0.064
H 6.322 -0.324 -0.847
H -4.929 -1.625 -2.778
H -3.710 2.891 2.520
H -0.280 6.489 -2.321
H 3.539 2.886 1.528
H 1.934 6.565 -1.231
H -4.807 2.223 0.416
H 1.859 3.041 2.026
H 4.416 1.426 3.807
H 1.839 -6.480 -2.293
H 4.520 0.510 0.603
H -1.822 -3.606 0.454
H -6.365 0.969 -0.991
H -1.412 2.005 3.017
H 4.171 0.967 -4.319
H 0.882 -5.282 1.690
H -4.601 -2.006 3.291
H -4.603 -1.740 -1.057
H -5.753 2.405 -1.834
H -6.361 1.038 -2.741
H -4.138 -3.358 1.281
H 6.149 -0.098 -3.298
H 2.904 4.537 -0.258
*
```



No. 4
Computed, not measured: C38H38NO21S2 as an isolated structure, with ωB97M-V/def2-TZVPD.

Properties
calculated total energy: -106180.410 eV
Kohn-Sham gap: 5.385 eV

```
! RIJCOSX wB97M-V def2-TZVPD def2/J DEFGRID3
* xyz -1 1
S -5.316 -2.348 -1.352
S -3.118 -2.265 -2.994
O 6.111 4.593 -0.362
O -2.517 9.707 4.559
O 3.287 -3.341 2.272
O 7.655 -5.916 -2.503
O 0.727 5.533 -0.226
O -2.728 -0.943 -2.566
O -5.114 -1.799 -0.024
O 5.817 -7.734 -2.403
O -1.812 -3.205 -2.899
O 1.695 3.259 0.548
O 0.574 -3.640 6.102
O -1.459 6.921 0.940
O 0.661 8.472 0.524
O -6.031 -1.502 -2.281
O -3.560 -2.411 -4.350
O -0.477 11.249 4.139
O 3.281 -0.775 2.598
O 4.665 -3.021 -0.322
O 5.149 6.902 -1.061
O 2.822 -4.851 -0.207
O 0.477 -1.057 6.365
N -4.004 -3.035 -1.928
C -0.623 10.221 3.313
C -9.986 -4.580 -0.971
C 6.512 -5.565 -1.934
C 0.007 -1.326 -4.140
C -8.340 -2.414 -0.494
C 0.280 0.388 -1.329
C 1.201 -3.032 5.255
C 1.586 -1.689 -2.121
C -1.833 9.370 3.608
C 1.240 -0.747 -0.956
C -0.046 8.794 1.459
C -8.624 -4.689 -1.151
C -9.703 -2.307 -0.306
C 1.197 -1.524 5.355
C 1.934 -3.656 4.171
C -6.294 -3.831 -1.119
C 1.869 -0.748 4.495
C 4.983 -4.084 -0.824
C 2.558 -0.130 -0.445
C 4.203 -6.415 -1.289
C 2.878 6.365 -0.696
C 0.445 -2.245 -2.996
C -1.267 7.946 1.747
C 2.537 4.050 0.174
C 5.484 -6.674 -1.901
C -0.705 -2.753 -2.121
C -10.537 -3.381 -0.549
C 2.047 5.401 -0.282
C 6.272 -4.349 -1.426
C 4.794 4.736 -0.287
C 0.212 9.946 2.304
C 3.956 -5.195 -0.784
C 2.603 -2.878 3.310
C 3.961 3.775 0.133
C 2.627 -1.373 3.431
C -2.102 8.232 2.760
C -7.778 -3.611 -0.924
C 4.303 6.097 -0.716
H -0.771 0.106 -1.287
H 3.476 -7.214 -1.262
H 3.678 -2.556 1.827
H -0.717 6.855 0.306
H 0.413 1.203 -0.610
H 2.120 -2.554 -1.706
H -8.208 -5.637 -1.476
H 0.846 -3.145 -3.481
H 0.519 0.790 -2.313
H 7.537 -6.847 -2.779
H 0.103 -1.841 6.813
H 2.532 7.339 -1.012
H 0.898 -0.974 -4.672
H 1.080 10.551 2.085
H 4.299 2.797 0.444
H 1.910 -4.733 4.091
H 2.912 -3.911 0.046
H -2.977 7.634 2.973
H -11.607 -3.279 -0.414
H 6.453 5.447 -0.694
H -7.709 -1.560 -0.297
H -0.597 -1.889 -4.851
H -5.889 -4.343 -0.244
H 7.004 -3.553 -1.441
H 3.380 -0.845 -0.536
H -0.348 -3.641 -1.586
H -10.110 -1.363 0.038
H 2.827 0.717 -1.087
H -1.024 -2.036 -1.371
H 0.833 -1.336 -0.126
H 1.870 0.331 4.559
H -0.550 -0.457 -3.800
H -6.128 -4.462 -1.991
H -1.226 11.191 4.766
H -10.630 -5.433 -1.153
H 2.478 0.222 0.580
H 0.381 4.677 0.107
H 2.301 -1.173 -2.771
*
```



No. 5
Computed, not measured: C38H39AsF4IrN2P as an isolated structure, with ωB97M-V/def2-TZVPD.

Properties
calculated total energy: -126839.543 eV
Kohn-Sham gap (spin up / spin down): 5.885 / 5.883 eV

```
! RIJCOSX wB97M-V def2-TZVPD def2/J DEFGRID3
* xyz 2 1
Ir -0.746 0.158 -1.931
As 1.988 -1.002 3.818
P -0.387 -1.251 -0.126
F -3.747 3.520 -0.311
F -2.763 -0.723 -2.165
F -6.296 2.824 -0.094
F -5.384 -1.403 -1.932
N 0.652 1.692 -2.308
N -1.820 1.636 -1.410
C -3.196 1.417 -1.259
C 2.765 0.739 -1.166
C 4.479 0.322 3.162
C -5.007 -0.200 -1.518
C 0.720 -2.098 -2.388
C 3.571 -0.644 2.730
C -3.915 -3.142 0.568
C -5.917 0.697 -0.998
C -1.967 -1.733 0.543
C -0.325 3.147 3.894
C -2.684 -2.815 0.026
C 5.109 -1.237 0.960
C 2.144 1.458 -2.328
C -0.754 2.046 4.622
C 0.322 -2.554 -1.126
C -0.019 0.868 4.598
C 1.142 0.767 3.832
C 5.993 -0.255 1.383
C 0.437 -3.906 -0.815
C 0.318 2.703 -1.255
C 0.802 -1.690 2.363
C 0.840 3.062 3.142
C 1.231 -2.964 -3.339
C -3.747 -1.288 2.102
C -1.176 2.920 -1.148
C 1.566 1.878 3.106
C 0.160 1.283 -4.790
C 3.906 -1.427 1.627
C 5.675 0.523 2.488
C 1.366 -4.305 -3.004
C -4.122 2.308 -0.724
C -5.455 1.941 -0.606
C -2.509 -0.959 1.577
C 0.972 -4.773 -1.756
C 0.618 -0.666 1.250
C 0.319 2.287 -3.663
C -4.445 -2.380 1.601
C -3.688 0.172 -1.636
H 5.366 -1.873 0.121
H -0.580 2.888 -3.549
H -4.161 -0.700 2.910
H 1.077 -5.823 -1.521
H 1.197 3.929 2.599
H 1.578 -0.347 0.860
H -1.966 -0.117 1.990
H -0.150 -1.924 2.842
H -2.281 -3.407 -0.787
H -4.465 -3.989 0.180
H 3.249 -2.224 1.293
H -0.348 0.025 5.197
H -5.408 -2.641 2.021
H 0.830 3.643 -1.471
H 3.799 0.508 -1.421
H 6.935 -0.112 0.871
H 1.081 0.737 -4.997
H -0.097 1.832 -5.696
H 0.134 0.238 1.630
H -1.405 3.298 -0.151
H 2.575 2.457 -2.434
H -0.881 4.075 3.934
H 2.270 -0.209 -0.989
H 0.708 2.304 -0.319
H -1.646 2.112 5.233
H 1.220 -2.631 2.000
H 0.713 -1.018 -2.671
H 2.784 1.320 -0.244
H 2.357 0.925 -3.254
H 1.778 -4.995 -3.728
H 2.475 1.828 2.517
H 6.369 1.275 2.841
H 0.103 -4.278 0.146
H -6.964 0.441 -0.911
H -1.558 3.645 -1.869
H 1.138 2.972 -3.890
H 4.262 0.921 4.040
H -0.644 0.568 -4.608
H 1.534 -2.608 -4.314
*
```